[1]
106
Properties=species:S:1:pos:R:3 method="wB97M-V/def2-TZVPD" gap_ev="4.55 / 7.12" multiplicity=2 s_squared=0.78 e_homo_ev="-2.04 / -4.68" charge=-1
Hg -0.1408 -0.7322 -0.6491
C -3.8867 1.6184 -0.8957
C -2.6104 2.3678 -1.1372
C -2.5396 3.4805 -1.9773
C -1.3399 4.1601 -2.0983
C -0.2486 3.7456 -1.3522
C -0.4145 2.6447 -0.5214
N -1.5482 1.9521 -0.4534
C 0.6150 2.2420 0.4747
C 1.2802 3.2350 1.1746
C 2.0810 2.8796 2.2439
C 2.2178 1.5382 2.5523
C 1.5552 0.5958 1.7792
N 0.7693 0.9398 0.7554
C 1.7196 -0.8438 2.1218
C 2.9933 -1.3810 2.2398
C 3.1089 -2.6994 2.6494
C 1.9602 -3.4081 2.9407
C 0.7193 -2.7944 2.7766
C -0.5505 -3.5511 3.0326
N 0.6060 -1.5339 2.3624
H -4.3889 2.0470 -0.0252
H -3.6673 0.5813 -0.6466
H -4.5610 1.6767 -1.7517
H -3.4200 3.8056 -2.5174
H -1.2603 5.0217 -2.7489
H 0.6947 4.2728 -1.3901
H 1.0902 4.2737 0.9405
H 2.5566 3.6428 2.8450
H 2.7976 1.2098 3.4036
H 3.8613 -0.7807 2.0004
H 4.0827 -3.1646 2.7392
H 2.0091 -4.4373 3.2731
H -0.4768 -4.1420 3.9472
H -0.7462 -4.2341 2.2028
H -1.3805 -2.8537 3.1202
C -0.1514 -1.4215 -4.0226
N -0.7611 -0.2622 -3.3929
C -0.4231 0.9579 -4.0979
C -2.2005 -0.4185 -3.2927
C -2.6588 -1.4500 -2.2838
C -3.8414 -2.1364 -2.5544
C -4.3899 -3.0094 -1.6284
C -3.7456 -3.2030 -0.4152
C -2.5584 -2.5333 -0.1517
C -1.9925 -1.6540 -1.0742
H -0.5102 -1.5494 -5.0591
H -0.3911 -2.3228 -3.4581
H 0.9316 -1.3096 -4.0306
H -0.7979 0.9555 -5.1373
H 0.6595 1.0769 -4.1298
H -0.8498 1.8163 -3.5786
H -2.6333 -0.6611 -4.2807
H -2.6135 0.5518 -3.0032
H -4.3401 -1.9761 -3.5057
H -5.3116 -3.5328 -1.8526
H -4.1650 -3.8746 0.3255
H -2.0703 -2.6845 0.8029
C 3.3631 1.1314 -1.0640
Si 3.3224 -0.5710 -1.8461
C 4.9043 -1.4558 -1.3238
C 3.5188 -0.1316 -3.6846
N 1.9454 -1.4907 -1.3866
C 1.8850 -2.8198 -1.7501
C 2.5375 -3.3829 -2.8703
C 2.4368 -4.7200 -3.2239
C 1.6623 -5.5972 -2.4818
C 1.0075 -5.0981 -1.3630
C 1.1395 -3.7717 -1.0260
F 0.5048 -3.3680 0.1053
H 4.2743 1.6287 -1.4103
H 3.3851 1.1197 0.0256
H 2.5181 1.7457 -1.3815
H 5.7869 -0.8637 -1.5812
H 5.0051 -2.4366 -1.7918
H 4.8990 -1.6080 -0.2413
H 2.7139 0.5340 -4.0043
H 4.4567 0.4193 -3.8077
H 3.5414 -0.9741 -4.3761
H 3.1352 -2.7347 -3.4946
H 2.9656 -5.0708 -4.1026
H 1.5660 -6.6382 -2.7590
H 0.3914 -5.7262 -0.7316
C -2.8774 -0.9395 4.3266
C -3.2508 -0.8265 2.9948
N -2.7935 0.1475 2.2055
C -1.9808 1.0595 2.7266
C -1.5713 1.0865 4.0812
C -2.0317 0.0098 4.8602
C -0.7317 2.0685 4.7231
C -0.2970 3.3556 4.4228
C -0.5675 4.2879 3.4011
C 0.1297 5.5375 3.3735
C -0.0730 6.3861 2.3289
N -0.9315 6.1231 1.3044
C -1.5824 4.9691 1.4488
N -1.4692 4.0545 2.3925
H -3.2482 -1.7581 4.9329
H -3.9239 -1.5449 2.5357
H -1.6522 1.8379 2.0572
H -1.7302 -0.0523 5.9010
H -0.3723 1.7234 5.6903
H 0.3917 3.7534 5.1659
H 0.8224 5.7940 4.1673
H 0.4579 7.3325 2.2750
H -2.3062 4.7412 0.6663

***

[2]
115
Properties=species:S:1:pos:R:3 method="wB97M-V/def2-TZVPD" gap_ev="6.17 / 4.97" multiplicity=4 s_squared=3.81 e_homo_ev="-10.52 / -10.52" charge=+1 de_lowest_kcal_mol=80.62
W 0.5959 0.4151 -0.9561
C 0.3338 0.4347 6.1814
C 1.4385 0.9034 5.2290
C 2.1126 2.1589 5.8035
C 2.4546 -0.1824 5.0044
C 3.2583 -0.5559 6.0581
C 4.3224 -1.4306 5.8869
C 4.6335 -1.8932 4.6174
C 3.8523 -1.5845 3.5208
C 4.2734 -2.0862 2.1760
C 5.5205 -1.3319 1.6996
C 4.5422 -3.5916 2.1770
C 2.6544 -0.8087 3.7198
N 1.7426 -0.6938 2.7469
C 0.4038 -0.6510 3.0028
O -0.0923 -1.4022 3.8392
C -0.5142 0.2458 2.2250
C -1.6427 0.5979 2.9454
C -2.6052 1.4685 2.4343
C -2.2922 2.1168 1.2569
C -1.1189 1.7961 0.5844
N -0.2770 0.7394 0.9514
C -0.5508 2.8133 -0.3303
O -1.0923 3.9009 -0.4739
N 0.6778 2.4567 -0.8683
C 1.5517 3.6128 -0.9620
C 1.7383 4.4022 -2.1120
C 2.6307 5.4756 -2.0325
C 3.2543 5.8376 -0.8589
C 2.9866 5.1161 0.2866
C 2.1379 4.0191 0.2547
C 1.8423 3.3505 1.5778
C 3.1352 3.0369 2.3443
C 0.9006 4.2380 2.4010
C 1.0286 4.2772 -3.4460
C 1.7144 3.2422 -4.3400
C -0.4749 4.0339 -3.3426
H -0.4402 1.1957 6.2431
H 0.7329 0.2680 7.1776
H -0.1006 -0.4965 5.8262
H 0.9858 1.1743 4.2677
H 2.4173 1.9974 6.8340
H 1.4107 2.9892 5.7861
H 2.9936 2.4357 5.2291
H 3.0752 -0.1386 7.0351
H 4.9373 -1.7070 6.7289
H 5.5071 -2.5116 4.4828
H 3.4706 -1.8734 1.4643
H 6.3659 -1.5397 2.3493
H 5.3446 -0.2609 1.6904
H 5.7689 -1.6502 0.6916
H 5.4719 -3.8254 2.6917
H 4.6245 -3.9424 1.1510
H 3.7295 -4.1276 2.6612
H -1.7421 0.1959 3.9412
H -3.5053 1.6843 2.9820
H -2.8807 2.9324 0.8635
H 2.8163 6.0587 -2.9232
H 3.9045 6.6974 -0.8293
H 3.4346 5.3982 1.2241
H 1.3181 2.4057 1.3999
H 3.4433 3.8775 2.9577
H 3.9456 2.7979 1.6608
H 2.9842 2.1794 2.9936
H 1.3798 5.1821 2.6448
H 0.6259 3.7405 3.3291
H -0.0075 4.4522 1.8405
H 1.1461 5.2507 -3.9335
H 1.5772 2.2430 -3.9420
H 2.7806 3.4418 -4.4030
H 1.3026 3.2804 -5.3463
H -0.6928 3.0387 -2.9548
H -0.9308 4.1288 -4.3274
H -0.9333 4.7632 -2.6785
O -2.8908 0.6712 -5.4943
C -2.4100 0.6402 -4.2527
C -3.2977 0.5061 -3.1717
C -2.8010 0.4500 -1.8924
N -1.4840 0.5360 -1.6416
C -0.6085 0.7010 -2.6576
Br 2.3641 -0.0116 -2.7331
C -1.0452 0.7280 -3.9763
H -2.1809 0.7727 -6.1461
H -4.3549 0.4393 -3.3626
H -3.4543 0.3241 -1.0393
H -0.3315 0.8301 -4.7855
O 0.1757 -2.2098 -4.5041
C -0.4822 -3.3329 -4.1902
C -0.6260 -4.2984 -5.1897
C -1.3071 -5.4693 -4.9491
C -1.8770 -5.7040 -3.6972
C -1.7511 -4.7664 -2.7020
C -1.0568 -3.5644 -2.9222
C -0.9380 -2.6122 -1.8256
O -0.0581 -1.6332 -1.8289
N -1.6755 -2.8955 -0.7923
N -1.7476 -2.1431 0.3101
C -2.0657 -2.8766 1.3528
S -2.4941 -2.1957 2.8557
C -2.7120 -3.7799 3.7456
C -1.8956 -4.8377 3.0450
S -2.0772 -4.6238 1.2449
H 0.4248 -1.7151 -3.7041
H -0.1634 -4.1007 -6.1422
H -1.3824 -6.2166 -5.7238
H -2.4044 -6.6253 -3.5071
H -2.1684 -4.9505 -1.7258
H -3.7793 -4.0011 3.7510
H -2.3691 -3.6074 4.7648
H -2.2309 -5.8415 3.2914
H -0.8279 -4.7379 3.2495
Cl 2.5952 -2.7297 -0.9360
Ge 1.1724 -1.8218 0.4266
Cl 2.6774 0.5444 0.3076
Cl 1.0790 -3.6454 1.7063

***

[3]
110
Properties=species:S:1:pos:R:3 method="wB97M-V/def2-TZVPD" gap_ev="7.28 / 7.18" multiplicity=2 s_squared=0.76 e_homo_ev="-10.94 / -10.87" charge=+1 de_lowest_kcal_mol=0.00
Ru -0.6514 0.4730 -0.0762
C -3.6883 -1.2827 2.4586
Si -2.7906 0.3484 2.7633
C -3.9629 1.7440 2.2538
C -2.8302 0.5108 4.6411
C -0.9942 0.4127 2.0418
Si -0.2282 2.0506 2.7762
C 1.3980 2.6118 2.0134
C -1.3997 3.5019 2.6173
C 0.2528 1.9114 4.5924
Si -0.0186 -1.1173 2.6240
C 1.6577 -0.8038 3.3931
C -0.8486 -2.3735 3.7390
C 0.4003 -2.0887 1.0459
C 0.8454 -3.4084 1.0401
C 1.1350 -4.0449 -0.1540
C 0.9779 -3.3403 -1.3402
C 0.5327 -2.0360 -1.2823
N 0.2503 -1.4286 -0.1183
H -4.7537 -1.0678 2.3413
H -3.5907 -1.9194 3.3377
H -3.3751 -1.8660 1.5974
H -4.9114 1.3213 1.9117
H -4.1928 2.3156 3.1548
H -3.6217 2.4699 1.5228
H -3.8603 0.2598 4.9141
H -2.6479 1.5295 4.9826
H -2.1757 -0.1597 5.1966
H 1.5334 2.3609 0.9668
H 2.2398 2.2098 2.5776
H 1.4321 3.7015 2.0796
H -1.7711 3.6422 1.6026
H -0.8238 4.3930 2.8816
H -2.2497 3.4585 3.2979
H 1.2232 1.4329 4.7070
H -0.4510 1.4372 5.2679
H 0.3761 2.9468 4.9271
H 1.5664 -0.5692 4.4535
H 2.2344 -0.0183 2.9041
H 2.2338 -1.7292 3.3154
H -1.3711 -1.9123 4.5758
H -0.0640 -3.0055 4.1633
H -1.5555 -3.0135 3.2119
H 0.9542 -3.9299 1.9827
H 1.4770 -5.0717 -0.1655
H 1.1912 -3.7851 -2.3021
H 0.3898 -1.4574 -2.1848
F 5.1289 5.9923 -2.7674
C 4.4972 4.8989 -2.3739
C 5.1876 3.7110 -2.2313
F 6.4865 3.6592 -2.4964
C 4.5093 2.5752 -1.8260
F 5.2269 1.4501 -1.7686
C 3.1501 2.5789 -1.5206
P 2.3102 1.0120 -1.0110
C 3.4777 0.3122 0.2143
C 4.1765 1.1306 1.1014
C 5.0063 0.5837 2.0670
C 5.1567 -0.7927 2.1633
C 4.4591 -1.6166 1.2947
C 3.6164 -1.0690 0.3384
C 2.5917 0.0651 -2.5544
C 1.6769 0.3053 -3.5800
C 1.8089 -0.3309 -4.8045
C 2.8477 -1.2281 -5.0110
C 3.7650 -1.4666 -3.9977
C 3.6466 -0.8155 -2.7778
C 2.4642 3.7827 -1.7304
Br 0.5986 3.9001 -1.5732
C 3.1338 4.9240 -2.1357
F 2.4851 6.0672 -2.3298
H 4.0820 2.2073 1.0400
H 5.5465 1.2382 2.7383
H 5.8146 -1.2173 2.9099
H 4.5699 -2.6923 1.3555
H 3.1005 -1.7327 -0.3416
H 0.8620 1.0054 -3.4230
H 1.1022 -0.1254 -5.5964
H 2.9508 -1.7283 -5.9650
H 4.5896 -2.1481 -4.1619
H 4.3899 -0.9843 -2.0116
O -3.2915 3.4444 -0.9731
C -2.8144 2.3615 -0.7689
O -1.5375 2.2017 -0.4280
C -3.6501 1.0835 -0.9042
P -2.5098 -0.3176 -0.9874
C -2.1192 -0.3896 -2.7758
C -2.0930 -1.6044 -3.4627
C -1.8770 -1.6328 -4.8315
C -1.6996 -0.4487 -5.5336
C -1.7111 0.7630 -4.8591
C -1.9066 0.7953 -3.4863
C -3.4211 -1.8460 -0.6977
C -2.7680 -3.0290 -0.3573
C -3.4916 -4.1977 -0.1820
C -4.8706 -4.1922 -0.3410
C -5.5248 -3.0176 -0.6836
C -4.8043 -1.8468 -0.8644
H -4.2930 1.1597 -1.7797
H -4.2799 0.9942 -0.0210
H -2.2725 -2.5332 -2.9355
H -1.8729 -2.5805 -5.3537
H -1.5569 -0.4713 -6.6062
H -1.5752 1.6912 -5.3989
H -1.9089 1.7571 -2.9886
H -1.6952 -3.0454 -0.2149
H -2.9781 -5.1114 0.0870
H -5.4360 -5.1030 -0.1960
H -6.5991 -3.0101 -0.8093
H -5.3315 -0.9399 -1.1309